# 1
This record from the Open Molecules 2025 dataset describes C4H7NO as an isolated structure. The level of theory is wB97M-V/def2-TZVPD.

The value obtained for the total energy is -7795.87777 eV. The value obtained for the frontier orbital gap is 0.3933 hartree. Its LUMO energy is 0.84 eV. Its total charge is 0.

Geometry as XYZ:
```
13
Properties=species:S:1:pos:R:3:forces:R:3
O 0.85915 2.23652 0.27734 0.00 -0.61 -0.05
N -0.31418 0.30184 -0.43847 0.17 0.21 -0.44
C 0.32333 -0.93359 -0.18836 -0.92 -0.86 1.28
C -1.66858 0.39000 -0.12495 -0.29 -1.12 1.44
C 0.76927 1.06479 0.03869 -0.21 0.38 -0.12
C 1.66853 -0.18146 0.07655 -0.10 -0.19 0.37
H 2.11919 -0.39300 1.04428 0.01 0.14 0.02
H 2.46204 -0.15493 -0.68957 -0.50 -0.31 0.16
H -1.96155 1.45097 0.00557 -0.11 -0.83 0.48
H -0.57589 -1.29351 0.84471 2.85 0.00 -1.67
H -1.59528 -0.61355 0.90399 -1.14 2.76 -1.54
H 0.23361 -1.73848 -0.92293 0.10 0.22 0.11
H -2.31965 -0.13559 -0.82686 0.13 0.21 -0.03
```
Forces are in eV/Å.

# 2
This record from the Open Molecules 2025 dataset describes an isolated molecule of C4H7NO. The level of theory is wB97M-V/def2-TZVPD.

The SMILES is O[C@H]1C[C@H]2N[C@@H]12. The value obtained for the total energy is -7796.69916 eV. The value obtained for the frontier orbital gap is 0.3677 hartree. Its LUMO energy is 0.90 eV. Its total charge is 0.

Geometry as XYZ:
```
13
Properties=species:S:1:pos:R:3:forces:R:3
O -1.94834 0.00281 0.92859 -0.13 -0.26 -0.11
N 0.84638 -1.39312 -0.24088 -0.11 -0.11 -0.08
C 0.46791 0.62333 0.93906 0.04 0.11 0.10
C -0.84864 0.41183 0.16825 0.25 0.23 -0.16
C 1.17361 0.03097 -0.28239 0.32 0.28 -0.03
C -0.11055 -0.44806 -0.86019 -0.18 -0.08 -0.23
H 0.55784 -0.05151 1.79535 0.01 0.17 -0.10
H 1.35472 -1.84408 -1.00343 -0.23 0.00 0.09
H -0.43285 -0.57138 -1.89113 0.25 0.02 0.12
H -2.68009 -0.19635 0.33272 0.05 0.02 0.11
H -1.05542 1.33371 -0.40393 -0.17 -0.09 0.30
H 0.69433 1.65060 1.22756 -0.06 -0.11 -0.11
H 2.03293 0.42924 -0.80875 -0.04 -0.17 0.10
```
Forces are in eV/Å.

# 3
This record from the Open Molecules 2025 dataset describes an isolated molecule of C4H7NO. The level of theory is wB97M-V/def2-TZVPD.

The SMILES is C=NC/C=C/O. The value obtained for the total energy is -7797.45400 eV. The value obtained for the frontier orbital gap is 0.3596 hartree. Its LUMO energy is 0.98 eV. Its total charge is 0.

Geometry as XYZ:
```
13
Properties=species:S:1:pos:R:3:forces:R:3
O -0.77734 0.46925 -2.67476 -0.17 0.23 -0.04
N 0.09062 -1.06279 1.10089 0.46 -0.03 0.00
C 1.32411 -1.33880 1.12453 -0.22 -0.02 0.01
C -0.73264 0.77271 -0.29182 0.04 -0.07 -0.21
C -0.42219 0.12122 -1.41100 0.08 -0.06 0.38
C -0.26527 0.34666 1.07710 -0.04 0.11 0.04
H 1.63534 -2.38480 1.12261 -0.05 0.13 0.01
H -1.07726 0.49530 1.79920 0.10 -0.03 -0.13
H 0.57594 0.98608 1.40284 -0.11 -0.12 -0.05
H 2.11712 -0.57615 1.14012 -0.13 -0.05 0.03
H -1.34038 1.67681 -0.33968 0.10 -0.10 -0.02
H -1.29389 1.28533 -2.63772 0.05 -0.10 -0.07
H 0.16584 -0.79082 -1.41231 -0.10 0.12 0.03
```
Forces are in eV/Å.

# 4
This record from the Open Molecules 2025 dataset describes a 2-piece molecular cluster, C4H7NO overall. The level of theory is wB97M-V/def2-TZVPD.

The value obtained for the total energy is -7791.33036 eV. The value obtained for the frontier orbital gap (alpha / beta) is 0.1761 / 0.1754 hartree. Its LUMO energy (alpha / beta) is -1.09 / -1.09 eV. Its total charge is 0.

Geometry as XYZ:
```
13
Properties=species:S:1:pos:R:3:forces:R:3
O 3.52511 0.27059 -0.27280 -0.06 -0.53 0.45
N 3.33775 -0.61033 0.47920 -0.80 0.74 -0.66
C 0.02762 -0.12040 -0.20382 1.82 0.75 1.35
C 0.06840 1.25480 0.39829 -0.01 -2.03 0.36
C 0.70928 0.89698 -0.92771 -3.21 0.78 -2.55
C -0.38280 -1.53545 -0.02969 2.43 1.04 0.33
H 0.50894 -2.07954 -0.51846 -1.62 0.04 1.19
H -0.94925 1.57956 0.45566 -0.38 1.10 -0.14
H 0.34079 1.34099 -1.95920 0.44 -0.84 2.07
H -1.21326 -1.61152 -0.66794 -1.52 -0.88 -0.78
H 0.66920 1.41218 1.30031 -0.08 0.12 -0.38
H -0.63272 -1.72431 1.05571 0.47 -0.24 -1.43
H 1.74582 0.80729 -0.98638 2.51 -0.05 0.20
```
Forces are in eV/Å.

# 5
This record from the Open Molecules 2025 dataset describes an isolated molecule of C4H7NO. The level of theory is wB97M-V/def2-TZVPD.

The SMILES is [H]/N=C1/CCCO1. The value obtained for the total energy is -7797.56780 eV. The value obtained for the frontier orbital gap is 0.4096 hartree. Its LUMO energy is 1.02 eV. Its total charge is 0.

Geometry as XYZ:
```
13
Properties=species:S:1:pos:R:3:forces:R:3
O -1.01382 0.12369 -1.14671 2.07 -0.32 -0.12
N -1.10869 -1.65451 0.30425 -0.99 0.11 0.42
C -1.07648 -0.40964 0.09980 -0.06 -0.77 0.95
C -0.42073 0.59204 1.02184 -0.20 -0.03 0.35
C 0.96789 0.43075 0.38752 -0.24 0.06 -0.22
C 0.51506 0.13733 -1.08807 -0.37 0.45 -0.79
H 1.63636 1.29805 0.46608 -0.37 -0.13 -0.12
H -0.79215 1.60343 0.82903 -0.15 -0.27 0.17
H -1.28135 -2.11855 -0.59170 -0.06 -0.03 0.16
H -0.49911 0.32603 2.06896 0.13 0.02 0.08
H 0.69804 0.93434 -1.77769 0.79 0.31 -0.37
H 0.89858 -0.83676 -1.42692 -0.35 0.41 -0.07
H 1.47639 -0.42620 0.85362 -0.20 0.19 -0.43
```
Forces are in eV/Å.

# 6
This record from the Open Molecules 2025 dataset describes an isolated molecule of C4H7NO. The level of theory is wB97M-V/def2-TZVPD.

The SMILES is C[C@H]1CN1C=O. The value obtained for the total energy is -7797.83604 eV. The value obtained for the frontier orbital gap is 0.4001 hartree. Its LUMO energy is 1.02 eV. Its total charge is 0.

Geometry as XYZ:
```
13
Properties=species:S:1:pos:R:3:forces:R:3
O -0.14698 -1.37755 -2.08928 -0.19 -0.06 0.38
N -1.07221 -0.42835 -0.20236 -0.02 -0.24 -0.10
C -0.34343 0.40977 0.74574 0.13 0.12 0.18
C -0.40519 -1.41867 -0.90975 0.07 -0.01 -0.26
C 1.16339 0.23278 0.85652 -0.03 0.03 -0.02
C -0.88079 0.96130 -0.53315 -0.03 0.16 -0.15
H 1.48816 -0.53705 0.15249 0.16 0.12 0.11
H -0.89260 0.61091 1.66597 0.16 -0.02 -0.20
H -1.78188 1.56892 -0.55081 0.16 -0.09 0.06
H -0.15024 1.18084 -1.30997 -0.12 -0.05 0.07
H 1.69338 1.15088 0.58973 -0.10 -0.03 0.14
H 1.47891 -0.06663 1.85760 -0.10 -0.02 -0.09
H -0.15051 -2.28713 -0.27273 -0.09 0.10 -0.12
```
Forces are in eV/Å.

# 7
This record from the Open Molecules 2025 dataset describes an isolated molecule of C4H7NO. The level of theory is wB97M-V/def2-TZVPD.

The SMILES is C/C([O-])=C1\C[NH2+]1. The value obtained for the total energy is -7796.33265 eV. The value obtained for the frontier orbital gap is 0.3224 hartree. Its LUMO energy is 0.78 eV. Its total charge is 0.

Geometry as XYZ:
```
13
Properties=species:S:1:pos:R:3:forces:R:3
O 0.79933 1.70168 -0.07458 0.01 -0.33 0.00
N -1.36797 0.48790 -0.99352 -0.22 0.24 -0.13
C -1.40877 -0.67274 -0.06593 -0.20 -0.11 0.13
C 1.83086 -0.27940 0.79649 0.02 -0.03 0.04
C 0.80639 0.46700 -0.02884 0.02 0.12 0.10
C -0.14617 -0.34619 -0.75120 0.11 0.05 -0.02
H -2.03466 -1.50204 -0.40008 0.15 0.15 0.01
H -1.82704 0.43780 -1.89588 0.12 -0.06 0.20
H 1.73903 -1.36050 0.67279 0.00 0.12 0.00
H -1.61468 -0.37046 0.96506 0.07 0.00 -0.18
H 2.83917 0.03110 0.51147 -0.12 0.00 0.00
H -1.30580 1.42562 -0.58620 0.01 -0.15 -0.04
H 1.69031 -0.01977 1.85044 0.03 0.01 -0.11
```
Forces are in eV/Å.

# 8
This record from the Open Molecules 2025 dataset describes an isolated molecule of C4H7NO. The level of theory is wB97M-V/def2-TZVPD.

The SMILES is CN1C[C@H]1C=O. The value obtained for the total energy is -7796.66602 eV. The value obtained for the frontier orbital gap is 0.3492 hartree. Its LUMO energy is 0.87 eV. Its total charge is 0.

Geometry as XYZ:
```
13
Properties=species:S:1:pos:R:3:forces:R:3
O 0.75253 2.64106 -1.32463 -0.22 -0.41 0.07
N -0.13796 -0.38961 0.32429 -0.06 0.03 -0.15
C -1.15180 -0.66025 1.28988 -0.15 -0.03 0.17
C 0.78308 0.55199 -0.14866 0.07 0.24 0.06
C 0.76184 -0.91319 -0.59487 0.06 -0.24 -0.18
C 0.26843 1.55226 -1.13346 0.20 0.26 -0.06
H -0.63140 1.19784 -1.68792 0.09 0.08 0.04
H -1.07190 0.04829 2.12117 0.00 -0.12 -0.10
H 1.61984 0.89868 0.46760 -0.13 -0.09 -0.07
H -1.03923 -1.67375 1.69300 0.02 0.17 -0.04
H 1.60790 -1.52578 -0.26758 -0.12 0.10 0.05
H 0.39999 -1.15535 -1.59966 0.10 0.06 0.08
H -2.16134 -0.57220 0.86082 0.13 -0.04 0.13
```
Forces are in eV/Å.

# 9
This record from the Open Molecules 2025 dataset describes an isolated molecule of C4H7NO. The level of theory is wB97M-V/def2-TZVPD.

The SMILES is C1OC[C@H]2N[C@@H]12. The value obtained for the total energy is -7795.96283 eV. The value obtained for the frontier orbital gap is 0.4000 hartree. Its LUMO energy is 1.07 eV. Its total charge is 0.

Geometry as XYZ:
```
13
Properties=species:S:1:pos:R:3:forces:R:3
O 1.34293 0.16592 0.31870 -0.10 0.04 0.13
N -0.71024 0.07918 -1.41961 0.80 -0.34 -0.20
C 0.35932 1.12837 0.69864 -0.26 0.22 -0.15
C -0.70490 -0.78034 -0.27467 0.10 -0.59 -0.15
C -0.94647 0.62038 0.09585 0.85 0.00 -1.65
C 0.69260 -1.09604 0.22389 -0.08 -0.24 0.08
H -1.66261 1.08304 -0.56718 -1.56 1.30 1.99
H 1.26592 -1.71867 -0.47393 -0.12 0.15 0.15
H 0.64307 -1.60620 1.19565 0.04 0.10 -0.02
H 0.28595 1.19408 1.79584 -0.08 -0.05 -0.21
H 0.22233 0.37804 -1.67726 0.42 -0.39 -0.03
H -1.46666 -1.54782 -0.22772 0.04 -0.09 -0.01
H 0.67876 2.10007 0.31179 -0.04 -0.11 0.05
```
Forces are in eV/Å.

# 10
This record from the Open Molecules 2025 dataset describes an isolated molecule of C4H7NO. The level of theory is wB97M-V/def2-TZVPD.

The SMILES is C[C@H]1N[C@H]1C=O. The value obtained for the total energy is -7795.56266 eV. The value obtained for the frontier orbital gap is 0.3977 hartree. Its LUMO energy is 0.78 eV. Its total charge is 0.

Geometry as XYZ:
```
13
Properties=species:S:1:pos:R:3:forces:R:3
O -1.98071 0.79659 1.50676 -1.58 -1.01 -0.21
N 0.23989 0.73787 -1.29904 -0.16 0.77 0.42
C -1.68970 0.43495 0.36620 -0.60 -0.25 0.85
C -0.38004 0.96752 0.02681 -0.12 -0.11 1.47
C 0.85545 0.12990 -0.14185 0.03 -0.24 0.21
C 0.86743 -1.36797 -0.01226 -0.05 -0.07 -0.07
H -0.63595 1.53138 1.13404 2.65 1.04 -2.52
H 0.76145 1.53088 -1.65476 -0.03 0.09 0.11
H 1.75343 0.62826 0.23871 -0.26 -0.10 -0.02
H 0.85137 -1.65794 1.04498 0.00 0.04 -0.18
H -2.39736 -0.14309 -0.23207 0.14 -0.20 -0.15
H 1.76532 -1.79667 -0.46965 -0.13 0.05 0.04
H -0.01057 -1.79167 -0.50787 0.10 0.00 0.06
```
Forces are in eV/Å.

# 11
This record from the Open Molecules 2025 dataset describes C4H7NO as an isolated structure. The level of theory is wB97M-V/def2-TZVPD.

The value obtained for the total energy is -7795.02929 eV. The value obtained for the frontier orbital gap (alpha / beta) is 0.2653 / 0.2647 hartree. Its LUMO energy (alpha / beta) is 0.99 / 0.97 eV. Its total charge is 0.

Geometry as XYZ:
```
13
Properties=species:S:1:pos:R:3:forces:R:3
O 2.12315 0.99915 -0.76603 0.09 -0.02 -0.01
N 0.62971 -0.01078 0.22435 -0.05 -0.03 0.01
C 1.90139 0.31569 0.45618 0.18 -0.13 0.26
C -0.37264 -0.74952 0.69529 0.06 -0.04 0.08
C -1.77620 -0.44542 0.27905 -0.09 -0.01 -0.08
C 0.74648 0.75469 -1.02685 -0.39 0.08 -0.27
H -1.85962 -0.23968 -0.79821 0.05 -0.05 0.15
H -2.42368 -1.30364 0.48431 0.11 0.12 -0.04
H 0.59060 0.11769 -1.90015 0.01 0.11 0.11
H 2.67097 -0.18358 1.02616 -0.10 0.05 -0.08
H -0.15316 -1.33706 1.57809 -0.04 0.11 -0.07
H -2.21596 0.41976 0.80439 0.07 -0.10 -0.07
H 0.13896 1.66269 -1.05656 0.09 -0.10 0.02
```
Forces are in eV/Å.

# 12
This record from the Open Molecules 2025 dataset describes a 2-piece molecular cluster, C4H7NO overall. The level of theory is wB97M-V/def2-TZVPD.

The SMILES is C=C=NC.C=O. The value obtained for the total energy is -7795.37886 eV. The value obtained for the frontier orbital gap is 0.3471 hartree. Its LUMO energy is 0.77 eV. Its total charge is 0.

Geometry as XYZ:
```
13
Properties=species:S:1:pos:R:3:forces:R:3
O 2.95346 -0.63133 -0.59190 0.93 -1.29 -1.43
N -0.63986 -0.05832 -0.15790 -1.77 -2.88 0.45
C 2.17917 -0.13959 0.15660 -2.08 0.50 0.14
C -1.35131 -1.05825 -0.04912 2.34 4.15 -0.23
C -1.96855 -2.15709 -0.03269 1.41 -2.65 4.29
C -0.86499 1.25136 0.31273 -1.10 1.22 -2.93
H 0.02565 1.61640 0.73680 0.81 0.52 1.20
H -0.88142 1.75410 -0.68209 -0.15 0.57 0.72
H 1.03334 -0.23093 0.11069 2.02 -0.49 -0.10
H -1.69552 -2.86754 0.81842 -0.73 0.90 -1.40
H -1.81622 1.51006 0.77376 0.19 -0.36 0.60
H 2.56144 0.55209 0.86157 0.56 1.12 1.54
H -2.51544 -2.41247 -0.82274 -2.42 -1.32 -2.84
```
Forces are in eV/Å.